8
Properties=species:S:1:pos:R:3:forces:R:3 method="wB97M-V/def2-TZVPD" relative_energy_kcal_mol=102.1 homo_lumo_gap_ev="7.4 / 6.9"
C -2.0153 0.7690 0.4348 -2.208 -0.819 0.573
C 0.3566 -0.5629 -0.5776 0.581 -0.552 -0.538
P -1.1618 -0.5793 0.1203 -1.818 -0.185 -0.092
P 1.6680 -0.1981 0.5246 1.057 -1.508 0.479
H -3.0842 0.5201 0.8519 2.027 0.789 -0.416
H 0.5819 -1.0619 -1.5018 -0.228 -0.215 -0.276
H 1.1413 1.0220 0.6736 -0.238 2.118 0.617
H 2.5135 0.0912 -0.5259 0.828 0.372 -0.348